A.
Formula: C3HN3O
Source: the Open Molecules 2025 dataset
Level of theory: the ωB97M-V functional and the def2-TZVPD basis

```
8
Properties=species:S:1:pos:R:3:nbo_charge:R:1
C 0.00 -1.35 -0.03 0.20
C 1.45 0.61 0.21 0.21
C 0.24 0.03 -0.25 0.18
N -0.24 -2.46 0.14 -0.20
N 2.44 1.06 0.57 -0.19
N -1.25 1.01 0.18 -0.19
O -0.61 0.75 -1.08 -0.33
H -2.03 0.35 0.26 0.33
```

SMILES string = N#CC1(C#N)NO1
Lowest unoccupied orbital energy (alpha / beta) = -1.976 / -1.973 eV
Charge = 0
Kohn-Sham gap (alpha / beta) = 9.3 / 9.3 eV

***

B.
Formula: C3HN3O
Source: the Open Molecules 2025 dataset
Level of theory: the ωB97M-V functional and the def2-TZVPD basis

```
8
Properties=species:S:1:pos:R:3:nbo_charge:R:1
C -0.90 1.55 -0.22 0.26
C -0.05 0.26 -0.09 -0.08
C 0.03 -1.00 -0.50 0.10
H -0.89 -1.54 -1.11 0.26
N -1.76 2.43 -0.07 -0.26
N 1.60 -0.58 0.90 0.13
N 0.93 0.47 0.84 -0.17
O 1.03 -1.59 0.23 -0.24
```

SMILES string = N#Cc1conn1
Lowest unoccupied orbital energy = -0.220 eV
Charge = 0
Kohn-Sham gap = 11.0 eV

***

The data favor B; the next most stable structure lies 25.7 kcal/mol above it.